Here is C30H22Br2N5O5PtS as an isolated structure in a non-equilibrium geometry from the Open Molecules 2025 dataset. Energies are from wB97M-V/def2-TZVPD.

Properties
Charge ... +1
E_HOMO ... -10.04 eV
Lowest unoccupied orbital energy ... -5.813 eV
Energy relative to the best compared isomer or geometry (same formula, charge and spin) ... 40.6 kcal/mol

```
66
C30H22Br2N5O5PtS wB97M-V/def2-TZVPD
C 0.282 4.503 0.304
C 0.566 3.022 0.633
C -3.316 -0.095 0.753
H 1.294 0.104 5.832
H 2.889 -2.420 -0.621
C 1.896 0.052 3.757
O 1.094 2.766 1.702
H 3.655 -3.493 -2.842
C 0.770 0.272 -2.604
O 0.196 2.252 -0.280
H 1.695 0.383 -2.055
H -3.126 -0.128 1.814
Pt -0.268 -0.052 0.107
O -1.293 8.725 -1.525
C -2.286 -0.099 -0.174
N 0.571 -2.968 -2.664
H 1.094 7.635 1.287
C -2.640 -0.083 -1.552
C 2.307 -0.109 1.330
C 0.733 0.392 -3.974
C -4.647 -0.029 0.363
C -0.493 0.241 -4.631
C -0.253 7.122 -0.290
N -0.528 8.512 -0.613
C 0.973 0.060 4.806
S 0.025 -2.828 -0.043
H -4.241 -0.019 -2.981
C 4.211 0.025 2.868
N 2.341 -2.695 -1.418
N 0.068 -0.067 2.133
Br 4.810 -0.255 0.083
Br 4.040 0.184 5.668
C -0.389 0.000 4.488
H -1.572 6.386 -1.806
H 5.275 0.047 3.054
C 1.654 -3.004 -3.633
H -6.019 0.013 -1.286
H 1.709 -3.982 -4.118
H 1.582 5.243 1.834
C 2.893 -2.716 -2.761
C 1.403 -0.020 2.427
C 0.903 5.504 1.038
H -1.838 -0.103 2.948
H -0.544 0.315 -5.704
H -5.420 0.010 1.116
C -3.984 -0.036 -1.935
C 3.310 0.088 3.940
H -1.132 0.002 5.270
C -0.882 6.122 -1.018
N -0.328 0.032 -1.885
C -0.789 -0.056 3.183
C 1.018 -2.804 -1.418
C 0.633 6.827 0.737
C -4.983 -0.014 -0.984
O 0.030 9.355 0.049
H -0.383 -3.194 -2.887
H 3.354 -1.754 -2.996
C -0.610 4.802 -0.719
H -1.081 4.001 -1.267
C 3.720 -0.083 1.601
C -1.544 -0.027 -2.490
H -2.593 -0.036 -4.363
H 1.493 -2.240 -4.399
C -1.632 0.041 -3.882
H 1.633 0.619 -4.520
O 1.902 -0.264 0.134
```

***

Here is C22H66BaBrN2O17 as an isolated structure in a non-equilibrium geometry from the Open Molecules 2025 dataset. Energies are from wB97M-V/def2-TZVPD.

Properties
Charge ... -1
E_HOMO ... -5.42 eV
Lowest unoccupied orbital energy ... 1.509 eV

```
109
C22H66BaBrN2O17 wB97M-V/def2-TZVPD
H 6.247 8.793 -11.906
O 12.135 12.359 -15.174
O 4.803 9.092 -20.228
O 4.495 10.451 -18.653
H 9.631 9.758 -20.601
C 6.030 7.819 -11.468
H 6.190 11.472 -14.402
C 8.709 7.749 -20.214
C 11.862 11.313 -12.938
O 2.640 6.836 -18.373
C 11.652 8.277 -16.660
C 4.335 10.511 -15.108
H 13.270 8.447 -18.042
C 11.602 12.561 -13.899
H 7.143 12.457 -11.450
H 8.761 11.475 -13.239
O 8.164 4.426 -12.748
H 10.602 7.991 -16.717
H 9.364 10.774 -18.300
H 9.298 7.119 -20.880
H 12.072 9.697 -18.316
C 9.270 11.858 -16.353
C 5.065 6.975 -12.275
O 9.581 6.883 -12.074
H 8.025 10.281 -17.223
H 5.098 3.670 -14.756
H 6.935 4.737 -14.247
H 13.093 12.345 -15.108
H 11.038 4.546 -17.086
H 12.823 10.838 -13.136
N 3.171 6.050 -17.577
H 6.977 7.281 -11.498
H 8.017 11.753 -18.169
H 8.261 9.443 -21.553
H 4.782 6.122 -11.658
H 7.815 3.970 -10.740
H 5.353 2.137 -16.913
C 8.648 11.113 -17.552
H 5.702 8.049 -10.454
H 11.455 7.068 -11.074
H 11.003 12.672 -16.290
H 3.264 10.590 -14.921
H 9.181 7.309 -12.836
C 10.038 4.368 -16.690
H 9.066 13.552 -11.599
H 4.413 10.468 -16.195
N 5.079 9.480 -19.081
H 11.095 10.673 -13.373
H 9.913 4.837 -15.714
H 7.330 1.808 -11.219
O 9.025 7.534 -18.902
O 6.757 4.602 -15.181
H 8.464 12.259 -15.740
H 7.753 1.821 -12.953
H 6.447 3.785 -11.903
H 10.834 8.538 -11.802
H 9.789 6.806 -9.499
C 5.133 11.693 -14.548
H 10.545 12.829 -13.896
H 5.727 9.160 -14.686
O 5.835 8.821 -18.369
O 9.111 5.012 -17.517
H 11.713 9.098 -15.945
H 9.008 2.243 -11.753
H 12.060 13.461 -13.489
C 8.667 9.252 -20.560
H 10.334 2.328 -15.957
H 9.381 10.524 -11.820
H 11.636 11.366 -11.873
H 8.869 8.192 -10.065
C 7.519 3.667 -11.745
H 11.597 8.395 -19.850
O 9.090 12.978 -10.830
C 9.799 2.834 -16.761
C 10.540 7.616 -11.301
C 7.944 2.283 -11.984
H 10.068 2.353 -17.701
Ba 6.841 6.554 -17.271
H 9.982 7.538 -18.819
H 9.305 4.554 -18.338
C 5.823 3.106 -16.745
C 8.103 12.058 -11.122
H 12.149 7.351 -16.373
O 2.737 4.907 -17.413
H 7.754 7.224 -20.236
O 4.266 6.338 -17.033
H 6.551 2.683 -14.724
H 8.011 9.782 -19.868
H 4.809 11.899 -13.528
H 8.120 11.359 -10.286
H 8.754 2.611 -16.544
H 4.180 8.314 -13.269
H 10.547 8.386 -9.332
C 6.030 3.461 -15.282
H 9.824 11.162 -15.723
Br 7.970 8.221 -14.692
C 8.546 11.080 -12.246
H 5.264 3.899 -17.241
C 9.877 7.793 -9.954
C 12.200 8.653 -18.033
H 5.040 12.593 -15.156
O 4.829 9.407 -14.453
H 7.761 10.346 -12.431
H 8.713 5.071 -12.297
O 3.988 7.782 -12.494
H 6.684 2.921 -17.388
H 5.543 6.594 -13.178
O 11.610 7.873 -19.044
O 10.208 12.798 -16.815
```

***

Here is one molecule with the formula C4H9NO from the Open Molecules 2025 dataset. Energies are from wB97M-V/def2-TZVPD.

Properties
SMILES string ... CC(C)NC=O
Charge ... 0
E_HOMO ... -9.79 eV
Lowest unoccupied orbital energy ... 0.887 eV
Energy relative to the best compared isomer or geometry (same formula, charge and spin) ... 10.3 kcal/mol

```
15
C4H9NO wB97M-V/def2-TZVPD
H 2.957 0.760 0.468
C -0.247 -0.246 -0.016
H 0.164 -1.209 0.284
C -1.242 0.200 1.051
H -2.091 -0.485 1.138
C 2.100 0.071 0.477
H -1.104 0.591 -1.852
C -0.754 -0.368 -1.449
H 0.074 -0.730 -2.067
H -1.567 -1.096 -1.540
N 0.943 0.605 0.021
H 0.895 1.577 -0.252
O 2.216 -1.079 0.862
H -0.720 0.197 2.014
H -1.624 1.211 0.862
```

***

Here is one molecule with the formula C5H13N in a non-equilibrium geometry from the Open Molecules 2025 dataset. Energies are from wB97M-V/def2-TZVPD.

Properties
SMILES string ... CCCCNC
Charge ... 0
E_HOMO ... -8.45 eV
Lowest unoccupied orbital energy ... 1.213 eV
Energy relative to the best compared isomer or geometry (same formula, charge and spin) ... 22.8 kcal/mol

```
19
C5H13N wB97M-V/def2-TZVPD
C -0.439 0.837 -0.582
H 0.339 1.596 -0.581
C -0.552 0.180 -1.964
H 0.576 -1.580 -2.540
H -1.172 0.918 2.070
H -1.107 -0.892 0.569
H -1.279 -0.629 -1.853
H 1.441 -0.493 -1.570
H -0.170 -0.217 3.833
H -1.418 1.295 -0.405
H 1.324 -0.199 -3.300
C -0.275 -0.173 0.546
C 0.417 -0.109 2.924
H 0.633 -0.762 0.443
C 0.758 -0.509 -2.428
N -0.257 0.569 1.815
H 0.795 -1.083 2.608
H 1.335 0.440 3.175
H -0.949 0.812 -2.760
```

***

Here is C13H23N4O2OsP2Se as an isolated structure from the Open Molecules 2025 dataset. Energies are from wB97M-V/def2-TZVPD.

Properties
2S+1 ... 5
<S²> ... 6.0311
Charge ... +3
E_HOMO (alpha / beta) ... -18.00 / -18.66 eV
Lowest unoccupied orbital energy (alpha / beta) ... -10.887 / -12.743 eV

```
46
C13H23N4O2OsP2Se wB97M-V/def2-TZVPD
H -3.657 0.273 -1.061
Se -2.028 -2.445 -2.040
C -0.254 -3.926 -1.032
H -2.987 1.517 2.569
H -1.463 -0.952 3.100
H -3.943 2.364 -2.375
C 0.069 -2.608 -0.515
C 0.530 -5.072 -0.673
H -2.188 2.900 1.765
C -2.288 2.930 -1.268
H 2.765 1.964 0.851
H 0.262 -6.036 -1.083
H 0.462 2.948 1.396
H 2.700 -3.504 1.383
H 3.638 0.624 -1.497
O -2.371 4.102 -1.238
H 2.594 -0.820 -1.536
H 1.402 -1.523 0.807
H 2.138 0.363 1.154
H -0.320 0.072 3.991
C 1.455 2.870 -1.684
H -3.058 0.214 -2.597
C 1.149 -2.477 0.373
H 0.272 -1.038 2.732
C 1.569 -4.895 0.173
P -0.769 0.948 1.821
C 2.660 0.235 -1.795
N -2.941 0.656 -1.684
H -1.710 2.414 3.408
H 1.158 2.822 -2.732
N -1.298 -4.002 -1.825
N -0.761 -1.624 -0.945
C -2.047 2.051 2.432
H 2.545 0.355 -2.872
H 2.181 -5.735 0.472
H 0.804 3.563 -1.156
H 2.493 3.212 -1.628
C -0.543 -0.373 3.018
H 1.154 2.041 2.729
O -1.229 2.243 -0.657
C 1.855 1.356 0.806
P 1.420 1.229 -0.963
N -3.157 2.036 -1.827
Os -0.891 0.379 -0.708
C 0.762 1.947 1.713
C 1.867 -3.598 0.696
```

***

Here is C7H12N2 as an isolated structure in a non-equilibrium geometry from the Open Molecules 2025 dataset. Energies are from wB97M-V/def2-TZVPD.

Properties
Charge ... 0
E_HOMO ... -7.14 eV
Lowest unoccupied orbital energy ... -1.460 eV
Energy relative to the best compared isomer or geometry (same formula, charge and spin) ... 285.9 kcal/mol

```
21
C7H12N2 wB97M-V/def2-TZVPD
C 1.303 -0.152 -0.329
C -0.307 -1.545 0.337
H -2.675 -1.129 -0.397
H 1.008 -3.528 0.307
H 1.412 2.061 0.572
C 1.796 -1.475 -0.205
C 0.868 -2.410 0.226
H 1.838 0.784 -0.652
H 0.135 1.539 1.944
H -1.576 0.474 0.697
H -1.769 0.921 -1.761
H 0.032 2.981 1.026
H 2.520 -1.890 -0.780
C -0.743 0.959 0.081
H 0.338 1.152 -1.783
H -1.367 -3.373 1.550
C -0.861 1.573 -1.369
C 0.298 1.951 0.854
H -0.827 2.974 -1.474
N -1.431 -1.702 1.118
N 0.009 -0.166 0.038
```

***

Here is C27H24CoF6N2O4P2S2 as an isolated structure from the Open Molecules 2025 dataset. Energies are from wB97M-V/def2-TZVPD.

Properties
2S+1 ... 2
<S²> ... 0.7851
Charge ... 0
E_HOMO (alpha / beta) ... -8.50 / -8.49 eV
Lowest unoccupied orbital energy (alpha / beta) ... 0.313 / 0.321 eV
Energy relative to the best compared isomer or geometry (same formula, charge and spin) ... 0.0 kcal/mol

```
68
C27H24CoF6N2O4P2S2 wB97M-V/def2-TZVPD
P 0.766 2.053 0.871
C -2.617 0.025 1.800
S 1.657 -2.042 1.031
C -4.075 2.682 0.749
C -4.777 4.054 -1.095
C -3.714 3.589 -1.855
N -0.739 2.109 1.670
C -4.959 3.601 0.206
H 2.974 -0.112 4.632
C 3.885 1.794 4.223
C 1.995 2.036 2.199
C 2.064 3.832 -0.807
F 5.071 -1.428 -1.723
C 0.179 5.857 -0.538
H -1.021 2.753 2.398
C -3.794 -0.586 1.370
C -2.827 2.670 -1.312
C 3.869 2.923 3.419
C 0.970 3.656 0.043
H -0.562 6.640 -0.439
H 3.066 5.153 -2.159
H 4.594 3.711 3.575
C -3.874 -1.866 3.401
C -4.420 -1.528 2.170
O 0.402 -1.329 0.881
O 2.043 -2.441 2.344
C -2.066 -0.328 3.028
H -0.724 -1.547 -1.938
C -3.002 2.215 -0.008
H -4.221 -0.326 0.408
F 0.424 -4.318 0.750
F 0.957 -3.368 -1.120
F 3.873 -0.533 -3.289
H -5.792 3.961 0.795
C 3.836 -1.266 -2.179
C 2.955 0.781 4.022
H -1.997 2.298 -1.901
H 1.300 0.105 2.852
H -4.363 -2.603 4.024
H -4.226 2.319 1.759
F 3.315 -2.454 -2.461
Co -0.095 0.365 -0.481
N 2.867 -1.369 0.292
C -1.289 -0.662 -1.639
P -1.728 1.141 0.692
H -3.577 3.938 -2.870
H 1.394 6.960 -1.917
H 2.925 3.928 1.778
C 2.927 3.047 2.406
H -5.470 4.771 -1.518
F 2.482 -4.339 0.072
C 1.275 6.035 -1.368
H -1.502 -0.070 -2.538
H -0.846 4.531 0.793
O 1.517 -0.272 -1.578
O 3.527 0.830 -0.658
C 2.215 5.021 -1.503
S 2.818 -0.384 -0.920
H -5.333 -2.000 1.832
C 2.014 0.903 3.016
H -2.267 -1.538 4.783
C 1.365 -3.619 0.121
H 4.629 1.698 5.003
C 0.025 4.669 0.164
H -1.139 0.126 3.353
H -2.245 -0.987 -1.221
C -2.699 -1.267 3.829
H 2.790 3.036 -0.925
```

***

Here is an isolated ion of composition C8H10N3S and charge +1 in a non-equilibrium geometry from the Open Molecules 2025 dataset. Energies are from wB97M-V/def2-TZVPD.

Properties
SMILES string ... C[N+](C)=C=Nc1cccc[n+]1[S-]
Charge ... +1
E_HOMO (alpha / beta) ... -11.04 / -11.03 eV
Lowest unoccupied orbital energy (alpha / beta) ... -5.115 / -5.116 eV
Energy relative to the best compared isomer or geometry (same formula, charge and spin) ... 103.8 kcal/mol

```
22
C8H10N3S wB97M-V/def2-TZVPD
H 2.058 -3.514 2.535
H 2.235 -1.790 3.631
C 1.963 -1.561 2.536
H 0.447 -1.234 -0.751
C 1.732 -2.729 1.897
C -1.078 1.756 -2.872
N 0.411 0.841 0.273
H -0.406 1.125 -3.413
H 0.994 -3.521 0.095
S 2.239 0.710 3.492
N 1.564 -0.252 2.192
C -0.258 1.066 -0.714
H -2.068 1.495 -3.458
H -3.117 1.971 -1.613
N -1.185 1.495 -1.459
C -2.436 1.866 -0.820
C 1.129 -2.693 0.683
C 0.698 -1.444 0.279
H -2.189 2.755 -0.302
C 0.908 -0.269 0.984
H -2.871 1.106 -0.092
H -0.771 2.821 -3.105
```

***

Here is C16H12BaCl2N5O7S2 as an isolated structure from the Open Molecules 2025 dataset. Energies are from wB97M-V/def2-TZVPD.

Properties
Charge ... -1
E_HOMO ... -5.39 eV
Lowest unoccupied orbital energy ... 1.648 eV
Energy relative to the best compared isomer or geometry (same formula, charge and spin) ... 7.2 kcal/mol

```
45
C16H12BaCl2N5O7S2 wB97M-V/def2-TZVPD
O -0.641 -1.348 1.260
Ba -0.272 0.229 -0.782
C -3.402 4.125 -2.163
C -0.739 -5.510 -2.600
C 2.483 2.842 -1.161
C -0.193 -0.344 1.861
O -0.673 0.809 1.696
S -2.258 -4.551 -2.519
H -4.573 -0.511 -1.941
H -5.551 4.075 -2.058
C -3.577 -0.066 -1.953
C -4.634 3.499 -2.057
C -3.489 1.391 -1.957
N -2.552 -0.819 -2.096
H -3.314 5.199 -2.252
C -2.266 3.331 -2.141
N -2.773 -2.136 -2.199
H 0.541 -1.303 4.323
O 4.621 1.235 0.726
H -1.278 3.777 -2.200
H -1.040 -6.556 -2.539
C 2.678 -1.058 4.258
H 3.187 3.628 -1.401
Cl 1.834 2.250 -2.718
H -0.200 -5.339 -3.529
C 3.570 -0.102 2.274
C -1.689 -2.876 -2.364
N -2.299 2.007 -2.043
C 3.768 -0.632 3.540
C 2.283 -0.026 1.641
C 1.178 -0.439 2.489
O 4.009 -1.668 6.023
O 5.831 -0.078 1.911
O 1.887 -1.946 6.213
C 1.376 -0.963 3.728
H 2.914 1.992 -0.636
O 2.106 0.316 0.438
C -4.681 2.122 -1.952
H 4.764 -0.694 3.950
H -0.090 -5.269 -1.762
Cl 1.211 3.517 -0.144
S -0.042 -2.506 -2.454
N 2.871 -1.588 5.581
H -5.627 1.603 -1.875
N 4.743 0.377 1.586
```

***

Here is C30H34N5PdS as an isolated structure from the Open Molecules 2025 dataset. Energies are from wB97M-V/def2-TZVPD.

Properties
2S+1 ... 3
<S²> ... 2.0360
Charge ... -1
E_HOMO (alpha / beta) ... -3.46 / -3.44 eV
Lowest unoccupied orbital energy (alpha / beta) ... 2.658 / 1.992 eV

```
71
C30H34N5PdS wB97M-V/def2-TZVPD
C -2.475 -5.902 2.989
H -3.504 4.214 -2.452
H 3.507 3.674 -0.050
H 4.850 1.247 -0.155
C -0.067 6.941 -2.592
C -0.831 4.720 -1.730
C 1.911 -6.915 -0.168
H 0.864 -6.154 1.534
H -3.208 0.593 -0.153
H -0.236 6.679 -3.639
C 3.757 0.551 1.518
H -2.516 0.652 -2.670
C 1.597 0.552 2.081
H 0.635 2.580 0.412
H -4.804 3.401 -1.608
N -1.551 2.450 -0.896
H 3.185 5.134 0.887
C -0.709 3.523 -0.972
C -2.933 2.364 -1.402
H -3.468 -5.110 4.727
C -1.609 -3.311 2.526
H -3.864 2.076 0.536
C -0.448 -1.507 -0.442
S -0.082 0.555 2.147
C -3.744 3.664 -1.546
H 2.355 -7.730 0.392
H 2.087 6.339 -1.031
H -2.339 2.213 -3.478
C 0.473 -4.953 -0.208
H -1.688 4.898 -2.353
C 0.157 5.708 -1.746
C 2.752 4.188 0.554
H -1.268 -2.300 2.339
C -0.443 -2.668 -0.013
C 0.805 -4.794 -1.562
H -3.962 1.555 -3.159
C -2.404 -3.594 3.625
H 2.560 3.571 1.435
H -0.944 7.499 -2.254
C 1.655 -5.680 -2.204
C -0.400 -3.976 0.463
N 2.433 0.720 3.122
C 2.213 -6.752 -1.514
H 5.837 0.687 1.224
Pd -0.807 0.489 -0.391
H 1.884 -5.534 -3.253
H -3.606 4.319 -0.683
C 1.057 -6.030 0.476
H 2.880 -7.443 -2.015
C 0.505 3.447 -0.224
H 0.794 7.611 -2.548
H -4.709 1.258 -0.799
H -2.685 -2.792 4.296
C -2.945 1.651 -2.763
N 2.182 0.309 -0.325
N 2.473 0.419 1.045
H -2.826 -6.915 3.150
C 4.944 0.498 0.632
H 1.149 0.381 -0.414
H 0.379 -3.953 -2.097
C 1.322 5.569 -1.011
H 5.033 -0.478 0.153
H -1.434 -6.418 1.195
H 2.351 -0.665 -0.566
C -3.726 1.519 -0.394
C 1.487 4.408 -0.241
C -1.216 -4.321 1.635
H 2.132 0.866 4.068
C -2.843 -4.892 3.869
C -1.674 -5.623 1.889
N 3.764 0.720 2.801
```

***

Here is one molecule with the formula C2H5N3OS2 in a non-equilibrium geometry from the Open Molecules 2025 dataset. Energies are from wB97M-V/def2-TZVPD.

Properties
SMILES string ... NN/C(=N\O)SC=S
Charge ... 0
E_HOMO ... -8.85 eV
Lowest unoccupied orbital energy ... -0.411 eV
Energy relative to the best compared isomer or geometry (same formula, charge and spin) ... 68.0 kcal/mol

```
13
C2H5N3OS2 wB97M-V/def2-TZVPD
S 3.264 0.092 -0.032
H -1.796 -2.448 -0.737
N -0.973 1.437 0.123
N -2.277 -1.939 0.001
H -3.050 -0.063 -0.095
H -2.112 2.893 0.190
C -1.032 0.165 0.009
H -1.844 -2.203 0.914
N -2.170 -0.560 -0.222
C 1.694 0.414 -0.102
H 1.251 1.379 -0.314
S 0.466 -0.804 0.118
O -2.269 1.976 -0.012
```

***

Number 1: energy -203314.1105 eV. Number 2: energy -132404.0644 eV. Number 3: energy -7831.8754 eV. Number 4: energy -6885.2095 eV. Number 5: energy -110271.0059 eV. Number 6: energy -10421.0778 eV. Number 7: energy -133739.1371 eV. Number 8: energy -23752.0496 eV. Number 9: energy -85979.1110 eV. Number 10: energy -53426.0809 eV. Number 11: energy -30340.3194 eV.